(1)
The following is a DFT calculation (ωB97M-V/def2-TZVPD) of a cluster of 2 separate species, C2H6NO3 in total in a non-equilibrium geometry.

XYZ file:
```
12
Properties=species:S:1:pos:R:3:nbo_charge:R:1
N 0.867 -0.765 -2.126 -0.86
C 0.218 -0.054 -1.051 0.09
O -0.904 -0.768 -0.558 -0.82
H 0.248 -0.984 -2.897 0.34
H 1.300 -1.614 -1.791 0.35
H 0.937 -0.034 -0.232 0.17
H -0.014 0.964 -1.388 0.13
O 0.578 1.538 1.921 -0.75
C -0.372 0.909 2.400 0.64
O -1.218 0.164 1.832 -0.80
H -0.521 1.033 3.509 0.00
H -1.118 -0.390 0.381 0.51
```

Summary:
**Energy above the lowest of the compared OMol25 structures with the same formula, charge and spin**: 0.680 eV
**Gap between HOMO and LUMO**: 8.980 eV
**E_LUMO**: 0.1596 hartree
**Charge**: -1
**Highest occupied orbital energy**: -4.64 eV

=====

(2)
The following is a DFT calculation (ωB97M-V/def2-TZVPD) of a structure of composition C12H19Cl2N2OReS2Si in a non-equilibrium geometry.

XYZ file:
```
40
Properties=species:S:1:pos:R:3:mulliken_spin:R:1
Re 0.087 -0.278 1.336 2.52
C -1.125 -3.285 -0.024 0.00
C -2.000 -2.073 -0.013 0.02
N -1.608 -0.852 0.372 0.02
C -2.611 0.121 0.258 0.02
C -3.769 -0.387 -0.193 0.00
S -3.607 -2.069 -0.500 0.01
C -2.123 1.478 0.492 0.00
C -2.657 2.697 0.326 0.00
S -1.452 3.907 0.528 0.01
C -0.261 2.759 0.825 0.01
N -0.755 1.519 0.787 -0.03
C 1.179 3.097 1.032 0.01
H -0.087 -3.019 0.182 0.00
H -1.162 -3.768 -1.002 0.00
H -1.464 -4.023 0.707 0.01
H -4.698 0.136 -0.374 0.00
H -3.680 2.952 0.085 0.00
H 1.301 3.897 1.763 0.00
H 1.605 3.453 0.091 0.00
H 1.754 2.227 1.355 0.00
Cl 1.337 -1.628 2.875 0.05
C 0.070 -1.462 4.182 0.02
Cl -1.180 -0.369 3.442 0.02
H 0.506 -0.996 5.061 0.00
H -0.363 -2.435 4.392 0.00
C 4.043 -1.290 0.602 0.02
Si 2.838 -0.833 -0.759 0.00
C 2.615 -2.277 -1.857 0.01
C 3.484 0.673 -1.590 0.01
O 1.353 -0.441 0.092 0.29
H 5.020 -1.374 0.120 0.00
H 3.774 -2.259 1.037 0.00
H 4.088 -0.516 1.374 0.00
H 3.594 -2.540 -2.265 0.00
H 1.949 -2.049 -2.695 0.00
H 2.224 -3.148 -1.324 0.00
H 4.468 0.427 -1.996 0.00
H 3.590 1.508 -0.894 0.00
H 2.830 0.972 -2.415 0.00
```

Summary:
**Energy above the lowest of the compared OMol25 structures with the same formula, charge and spin**: 0.000 eV
**Gap between HOMO and LUMO (alpha / beta)**: 7.210 / 6.218 eV
**2S+1**: 4
**E_LUMO (alpha / beta)**: -0.4252 / -0.4627 hartree
**Charge**: +3
**Highest occupied orbital energy (alpha / beta)**: -18.78 / -18.81 eV

=====

(3)
The following is a DFT calculation (ωB97M-V/def2-TZVPD) of a structure of composition C19H23N5O2W in a non-equilibrium geometry.

XYZ file:
```
50
Properties=species:S:1:pos:R:3:mulliken_spin:R:1
N -3.945 -3.520 -0.299 0.01
C -4.635 -2.892 0.393 0.00
C -5.568 -2.213 1.293 0.00
H -6.312 -2.926 1.675 0.00
H -6.104 -1.407 0.778 0.00
H -5.050 -1.765 2.152 0.00
N 1.777 3.438 -0.814 0.01
C 1.354 4.537 -0.615 0.00
C 1.283 5.970 -0.477 0.00
H 0.342 6.369 -0.890 0.00
H 2.179 6.324 -1.035 0.00
H 1.382 6.182 0.604 0.00
N 1.150 -4.263 -2.289 0.02
C 2.301 -4.117 -2.154 0.01
C 3.744 -4.025 -1.967 0.00
H 3.984 -3.244 -1.224 0.00
H 4.215 -3.814 -2.943 0.00
H 4.091 -5.004 -1.606 0.00
W -0.743 0.309 -1.214 0.76
C 0.711 -0.708 0.214 0.03
O 1.929 -0.743 0.096 0.41
C -0.505 1.562 0.482 -0.01
O -0.202 2.101 1.518 0.05
C -2.386 0.216 -2.434 0.10
C -1.826 -1.090 -2.255 0.01
C -0.420 -1.281 -2.489 0.00
C 0.413 -0.185 -2.859 0.06
C -0.141 1.131 -2.964 0.06
C -1.553 1.325 -2.763 0.00
H -3.465 0.336 -2.317 0.00
H -2.412 -1.926 -1.886 0.00
H -0.005 -2.285 -2.498 0.01
H 1.420 -0.393 -3.237 0.00
H 0.464 1.941 -3.376 0.00
H -1.984 2.304 -2.996 0.00
C 1.227 -1.843 4.857 0.01
C 0.641 -1.933 3.492 0.03
C -0.036 -2.978 2.849 0.19
C -0.203 -2.628 1.514 0.04
N 0.051 -1.272 1.423 0.07
N 0.676 -0.934 2.615 0.06
C -0.459 -3.399 0.295 0.01
H 0.546 -2.316 5.565 0.00
H 2.177 -2.381 4.898 0.00
H 1.375 -0.798 5.128 0.00
H -0.223 -3.943 3.277 0.00
H 1.086 -0.005 2.730 0.00
H -0.103 -2.735 -0.538 0.01
H 0.145 -4.354 0.189 0.00
H -1.559 -3.614 0.159 0.02
```

Summary:
**Energy above the lowest of the compared OMol25 structures with the same formula, charge and spin**: 6.793 eV
**Gap between HOMO and LUMO (alpha / beta)**: 4.501 / 3.265 eV
**2S+1**: 3
**E_LUMO (alpha / beta)**: -0.6339 / -0.6781 hartree
**Charge**: +4
**Highest occupied orbital energy (alpha / beta)**: -21.75 / -21.72 eV

=====

(4)
The following is a DFT calculation (ωB97M-V/def2-TZVPD) of the molecule C5H8O.

XYZ file:
```
14
Properties=species:S:1:pos:R:3:nbo_charge:R:1
C 2.854 0.167 -0.096 -0.68
C 1.422 -0.081 -0.217 0.01
C 0.243 -0.303 -0.335 -0.05
C -1.167 -0.596 -0.591 -0.50
C -2.122 -0.047 0.468 -0.05
O -1.977 1.337 0.675 -0.71
H 3.101 0.531 0.901 0.23
H 3.430 -0.743 -0.274 0.23
H 3.177 0.914 -0.821 0.23
H -1.435 -0.164 -1.561 0.23
H -1.303 -1.682 -0.656 0.23
H -3.145 -0.196 0.112 0.18
H -2.003 -0.616 1.403 0.16
H -1.075 1.479 0.990 0.47
```

Summary:
**Energy above the lowest of the compared OMol25 structures with the same formula, charge and spin**: 1.884 eV
**Gap between HOMO and LUMO**: 10.486 eV
**E_LUMO**: 0.0332 hartree
**Charge**: 0
**Structure (SMILES)**: CC#CCCO
**Highest occupied orbital energy**: -9.58 eV

=====

(5)
The following is a DFT calculation (ωB97M-V/def2-TZVPD) of a cluster of 5 separate species, C8H27N2O5S in total in a non-equilibrium geometry.

XYZ file:
```
43
Properties=species:S:1:pos:R:3:nbo_charge:R:1
O 2.604 0.673 2.818 -0.67
C 2.196 0.796 1.499 0.25
C 0.718 0.588 1.355 -0.27
N -0.023 1.412 2.290 -0.54
S -1.713 1.130 2.194 0.23
C 0.268 2.855 2.134 -0.26
C 1.730 3.206 1.881 -0.24
N 2.450 2.211 1.019 -0.52
H 3.440 1.129 2.995 0.49
H 2.739 0.078 0.890 0.20
H 0.483 -0.462 1.451 0.27
H 0.479 0.890 0.325 0.17
H -2.010 1.406 0.894 0.08
H -0.380 3.322 1.400 0.20
H 0.020 3.320 3.078 0.25
H 2.250 3.245 2.826 0.24
H 1.826 4.164 1.398 0.24
H 2.137 2.256 0.046 0.44
H 3.454 2.400 1.019 0.44
C -2.602 -1.087 -1.173 -0.25
O -1.213 -0.785 -0.975 -0.74
H -2.687 -1.797 -1.983 0.21
H -3.019 -1.532 -0.268 0.17
H -3.154 -0.177 -1.426 0.17
H -1.174 -0.158 -0.249 0.44
C -1.851 -4.890 -2.460 -0.25
O -2.767 -4.213 -1.602 -0.73
H -1.732 -4.286 -3.356 0.18
H -0.876 -5.007 -1.980 0.16
H -2.233 -5.873 -2.746 0.17
H -2.873 -4.750 -0.810 0.47
C -4.256 2.240 -3.018 -0.25
O -3.724 2.576 -1.733 -0.73
H -5.083 1.552 -2.874 0.19
H -4.621 3.131 -3.532 0.17
H -3.491 1.755 -3.630 0.16
H -2.994 3.186 -1.879 0.46
C 4.553 -2.755 0.840 -0.25
O 5.318 -1.634 0.386 -0.71
H 5.251 -3.520 1.166 0.20
H 3.916 -2.478 1.685 0.16
H 3.942 -3.155 0.028 0.17
H 4.703 -0.964 0.076 0.44
```

Summary:
**Gap between HOMO and LUMO**: 8.448 eV
**E_LUMO**: -0.1375 hartree
**Charge**: +1
**Highest occupied orbital energy**: -12.19 eV

=====

(6)
The following is a DFT calculation (ωB97M-V/def2-TZVPD) of the molecule C16H19FN2O4S2.

XYZ file:
```
44
Properties=species:S:1:pos:R:3:nbo_charge:R:1
C 0.714 -1.149 2.224 -0.60
C -0.620 -0.582 1.754 -0.42
C -1.174 0.477 2.725 -0.06
C -1.901 -0.164 3.906 -0.61
N -2.055 1.421 2.074 -0.87
S -1.446 2.862 1.531 2.33
O -2.557 3.586 0.992 -0.94
O -0.670 3.426 2.594 -0.94
C -0.339 2.411 0.198 -0.36
C 1.012 2.268 0.448 -0.17
C 1.846 1.800 -0.550 -0.25
C 1.322 1.486 -1.805 0.16
N 2.135 0.977 -2.806 -0.84
S 1.601 -0.230 -3.856 2.32
O 0.585 0.288 -4.713 -0.92
O 2.798 -0.769 -4.420 -0.93
C 0.872 -1.404 -2.715 -0.36
C 1.716 -2.190 -1.954 -0.17
C 1.180 -3.062 -1.022 -0.30
C -0.198 -3.108 -0.878 0.49
F -0.725 -3.937 0.037 -0.32
C -1.051 -2.330 -1.643 -0.31
C -0.501 -1.470 -2.578 -0.15
C -0.036 1.685 -2.060 -0.21
C -0.864 2.139 -1.052 -0.19
H 1.075 -1.896 1.522 0.21
H 1.456 -0.358 2.296 0.20
H 0.613 -1.618 3.199 0.21
H -1.347 -1.391 1.654 0.20
H -0.485 -0.131 0.767 0.21
H -0.353 1.095 3.102 0.22
H -2.257 0.610 4.578 0.23
H -2.754 -0.740 3.555 0.20
H -1.231 -0.823 4.450 0.21
H -2.781 1.035 1.495 0.40
H 1.389 2.526 1.425 0.25
H 2.903 1.677 -0.367 0.22
H 3.113 0.881 -2.580 0.42
H 2.781 -2.126 -2.113 0.24
H 1.805 -3.701 -0.419 0.24
H -2.117 -2.410 -1.507 0.24
H -1.122 -0.862 -3.215 0.25
H -0.412 1.494 -3.051 0.24
H -1.917 2.305 -1.220 0.24
```

Summary:
**Energy above the lowest of the compared OMol25 structures with the same formula, charge and spin**: 0.000 eV
**Gap between HOMO and LUMO**: 9.331 eV
**E_LUMO**: 0.0034 hartree
**Charge**: 0
**Structure (SMILES)**: CC[C@H](C)NS(=O)(=O)c1ccc(NS(=O)(=O)c2ccc(F)cc2)cc1
**Highest occupied orbital energy**: -9.24 eV